# 1
65
Properties=species:S:1:pos:R:3:forces:R:3:lowdin_charge:R:1 method="wB97M-V/def2-TZVPD" charge=+4 largest_force_ev_per_a=1.9 energy_ha=-4161.4400 spin_multiplicity=2 gap_ha="0.1950 / 0.2147" mol_weight_g_mol=464.15
Cr -0.49099 1.63787 0.13074 0.1 0.9 0.5 0.954
C 3.56646 2.42491 -0.45816 0.0 0.0 0.0 0.079
C 2.48685 1.86424 0.39039 0.0 0.2 -0.2 -0.364
O 1.31063 1.60152 -0.12247 0.0 -0.6 0.0 -0.173
N 2.65844 1.59028 1.65064 0.0 0.0 0.0 0.182
C 1.65695 0.87709 2.45089 -0.1 0.0 0.0 -0.046
C 0.52685 1.75063 2.94412 -0.1 0.0 -0.1 -0.199
C 0.50145 2.17677 4.25665 0.0 -0.1 0.0 0.059
C -0.53075 2.98876 4.71336 0.0 0.0 0.0 0.068
C -1.52375 3.36889 3.82190 0.0 0.0 0.0 0.038
C -1.44441 2.92287 2.52128 0.0 0.0 0.1 -0.083
N -0.45398 2.11418 2.07029 0.0 0.2 0.0 -0.011
H 3.23336 2.54745 -1.48506 0.0 0.0 0.0 0.114
H 4.43478 1.76081 -0.43733 0.0 0.0 0.0 0.134
H 3.89297 3.39084 -0.06176 0.0 0.0 0.0 0.133
H 3.55688 1.81376 2.07170 0.0 -0.1 0.0 0.207
H 2.16666 0.42314 3.29788 0.0 0.1 0.0 0.162
H 1.27454 0.06809 1.82867 0.0 -0.1 0.1 0.090
H 1.28630 1.86243 4.93293 0.0 0.0 0.0 0.151
H -0.55447 3.32033 5.74457 0.0 0.0 0.0 0.156
H -2.34570 4.00440 4.12413 0.0 0.0 0.0 0.151
H -2.20385 3.21971 1.81018 0.0 0.0 0.0 0.111
N -2.49626 1.57716 -0.38458 0.0 -0.1 -0.4 -0.029
C -2.76787 2.17558 -1.76226 -0.1 0.0 0.0 -0.153
C -2.49591 3.66447 -1.76539 0.0 0.0 0.0 -0.151
C -1.02171 3.99553 -1.71785 0.1 0.1 0.0 -0.149
N -0.42021 3.62646 -0.38134 -0.4 0.0 -0.1 0.002
H -2.84878 0.61790 -0.42224 0.0 0.0 0.1 0.113
H -3.12975 2.04465 0.26726 0.0 0.0 0.0 0.122
H -3.80427 1.96494 -2.02713 0.0 0.0 0.1 0.152
H -2.13558 1.64743 -2.48184 0.0 0.0 0.0 0.134
H -3.02728 4.15394 -0.94077 -0.1 0.0 0.0 0.140
H -2.92161 4.08668 -2.67775 0.0 0.0 0.0 0.156
H -0.85337 5.06070 -1.88226 0.0 0.0 0.0 0.154
H -0.47055 3.45629 -2.49203 0.0 0.0 0.0 0.141
H -0.84568 4.21515 0.33591 0.0 0.0 0.0 0.120
H 0.55984 3.90511 -0.40510 0.0 0.0 0.1 0.126
C 1.66418 -5.35709 -3.36144 0.0 0.1 -0.2 -0.070
C 1.50543 -3.89897 -2.93351 0.0 0.0 0.1 -0.275
C 0.03751 -3.51716 -2.79993 0.0 0.1 -0.2 -0.259
C -0.20152 -2.01004 -2.51487 -0.3 0.5 0.1 -0.294
Ge 0.29889 -1.48265 -0.72049 0.6 -1.8 0.1 1.154
C -0.90267 -1.43046 0.83813 0.1 0.4 -0.4 -0.301
C -1.49042 -2.88731 0.96889 -0.1 0.2 0.1 -0.211
C -0.45755 -3.83847 1.54259 0.0 0.0 0.0 -0.218
C 0.61831 -4.18640 0.54109 -0.1 -0.1 0.0 -0.051
H 2.69344 -5.69017 -3.24435 0.0 0.0 0.0 0.091
H 1.40451 -5.47500 -4.41398 0.0 0.0 0.0 0.094
H 1.01434 -6.02203 -2.78982 0.1 0.0 0.1 0.083
H 1.98461 -3.23890 -3.66239 0.0 0.0 0.0 0.122
H 2.03879 -3.73188 -1.98696 -0.1 0.0 0.0 0.089
H -0.47337 -4.14397 -2.06793 0.0 0.0 0.0 0.094
H -0.48168 -3.69524 -3.74553 0.1 0.0 0.0 0.142
H -1.24871 -1.73716 -2.66708 0.0 -0.1 0.0 0.078
H 0.41750 -1.39389 -3.17407 0.0 -0.1 -0.1 0.085
H 1.78843 -1.32614 -0.40936 0.0 0.4 0.0 0.008
H -1.74526 -0.74257 0.72165 -0.1 0.0 0.0 0.038
H -0.35700 -1.15901 1.74042 -0.1 -0.1 0.1 0.059
H -1.87160 -3.24924 0.00989 0.0 0.0 0.0 0.124
H -2.35234 -2.79036 1.63026 0.0 0.0 0.0 0.136
H -0.96822 -4.75725 1.84172 0.0 0.0 0.0 0.148
H -0.03017 -3.41681 2.45514 0.0 0.0 0.0 0.126
H 0.27507 -4.87904 -0.22484 0.0 0.0 0.0 0.099
H 1.52606 -4.58978 0.98893 0.0 0.1 0.0 0.121
H 0.98723 -3.27394 -0.02035 0.1 0.0 0.0 -0.005

***

# 2
10
Properties=species:S:1:pos:R:3:forces:R:3:lowdin_charge:R:1 method="wB97M-V/def2-TZVPD" largest_force_ev_per_a=3.5 energy_ha=-581.4075 gap_ha=0.3631 mol_weight_g_mol=200.96 smiles="C[C@@H](I)[N+](=O)[O-]"
C -0.64865 -1.45181 1.09877 1.3 -0.5 -0.2 -0.141
C -0.49060 -2.21048 -0.27355 1.8 2.8 0.9 -0.712
N 0.97073 -2.17896 -0.75017 -1.7 -0.1 -0.1 -0.435
O 1.67920 -1.85494 0.17624 1.7 -0.4 -1.4 0.070
O 1.19201 -2.55541 -1.90461 0.8 0.7 2.1 0.015
I -1.70941 -1.35974 -1.71765 -0.6 0.2 -0.7 0.953
H -0.04984 -0.50549 1.31314 -0.9 -1.3 -1.1 0.113
H -0.48082 -2.07126 1.98251 0.3 -0.4 -0.4 0.076
H -1.67709 -1.28767 1.06991 -1.7 0.9 0.5 0.000
H -0.60220 -3.23486 -0.26406 -1.0 -2.2 0.4 0.059

***

# 3
19
Properties=species:S:1:pos:R:3:forces:R:3:lowdin_charge:R:1 method="wB97M-V/def2-TZVPD" largest_force_ev_per_a=2.5 energy_ha=-348.0004 gap_ha=0.1744 mol_weight_g_mol=104.15
C -0.59149 0.23246 1.26225 0.6 1.2 -0.9 -0.041
C -1.37387 0.37245 -0.01355 -1.1 -0.2 0.5 -0.318
C -2.58955 0.95092 -0.03142 -1.0 -0.1 0.0 0.146
C 0.30258 -1.02334 -1.15869 -0.9 -0.5 -1.7 -0.049
C -1.00897 -0.44690 -1.11028 0.9 -1.5 1.7 0.057
H 0.64157 -1.36969 -0.14975 0.4 0.2 0.0 0.108
H -1.04807 0.88439 1.99746 0.0 -0.2 0.4 0.088
H -0.50820 -0.81231 1.54203 -0.2 0.0 0.3 0.095
H -3.28602 0.94967 -0.87058 0.5 -0.1 -0.2 0.085
H -3.03411 1.37749 0.86052 0.4 0.3 0.1 0.084
H 1.07183 -0.26898 -1.40992 0.3 0.4 0.3 0.098
H 0.29779 -1.78436 -1.94668 0.4 -0.1 0.5 0.097
H -1.80196 -1.03442 -1.56956 -0.2 0.9 -1.0 0.140
H 3.09220 1.28304 -0.97481 0.0 0.0 0.0 0.035
H 2.22031 0.45083 0.01648 0.6 0.0 0.7 -0.036
O 2.17652 1.14007 -0.72053 -0.2 -0.1 -0.3 -0.132
H 0.44989 0.53580 1.10285 -0.1 -0.1 0.3 0.054
H 2.81690 -0.84004 1.92371 0.0 0.0 -0.3 -0.083
O 2.17265 -0.59710 1.25047 -0.4 0.0 -0.5 -0.428